Density functional theory data (ωB97M-V with the def2-TZVPD basis set) for a structure of composition C4H9NO2 at a distorted geometry.

Output
**Kohn-Sham gap**: 9.7404 eV
**E_HOMO**: -0.339 Eh
**Energy relative to the best compared isomer or geometry (same formula, charge and spin)**: 182.8 kcal/mol

Geometry as ORCA input:
```
! RIJCOSX wB97M-V def2-TZVPD def2/J DEFGRID3
* xyz 0 1
C 1.12988 0.35856 -0.72307
C 0.09340 -0.09541 0.05233
C -1.06284 -1.04816 -0.60536
C -0.00260 -0.41514 1.47178
H 2.78643 1.36951 -0.06937
H 1.81130 -0.28705 -1.05171
H 0.48606 1.00672 -1.56985
H -2.12832 -1.29430 -0.00993
H -0.80727 -2.15734 -0.93874
H -1.33570 0.97206 -1.39245
H -0.53485 -1.30920 1.71590
H 0.71016 -0.38932 2.23986
H -0.56447 1.74869 1.43217
N -0.84460 0.74416 0.87571
O 1.82038 1.05699 0.23221
O -1.55697 -0.26077 -1.65946
*
```

---

Density functional theory data (ωB97M-V with the def2-TZVPD basis set) for a cluster of 2 separate species, C21H25N2O in total at a distorted geometry.

Output
**Kohn-Sham gap**: 6.1437 eV
**E_HOMO**: -0.409 Eh
**Energy relative to the best compared isomer or geometry (same formula, charge and spin)**: 0.0 kcal/mol

Geometry as ORCA input:
```
! RIJCOSX wB97M-V def2-TZVPD def2/J DEFGRID3
* xyz 1 1
C 2.35019 -1.76945 1.59217
C 2.06299 -0.32841 1.51571
N 3.03608 0.61292 1.44151
C 4.46066 0.32173 1.43248
C 2.47846 1.90108 1.36895
C 1.07184 1.75033 1.37270
C 0.27550 2.87538 1.19889
C 0.87681 4.13719 1.12202
C 2.27351 4.27451 1.16827
C 3.10055 3.14213 1.27043
C 0.78686 0.31630 1.47905
C -0.45247 -0.31627 1.45296
C -1.73402 0.34817 1.54472
C -2.01412 1.38636 2.47931
C -3.22792 2.07256 2.43977
C -4.19926 1.73068 1.48883
C -3.97066 0.66074 0.61258
C -2.77278 -0.04334 0.66330
H 1.39302 -2.29430 1.64040
H 2.89514 -2.13882 0.70941
H 2.92446 -2.03697 2.49201
H 5.00027 1.26652 1.35828
H 4.76929 -0.19455 2.35063
H 4.73865 -0.31334 0.58087
H -0.80304 2.75557 1.13054
H 0.23975 5.01542 1.02422
H 2.71128 5.26954 1.11519
H 4.18642 3.20697 1.28319
H -0.44769 -1.40649 1.33636
H -1.24551 1.66984 3.20534
H -3.40830 2.88978 3.14120
H -5.13507 2.28716 1.43673
H -4.72722 0.36836 -0.11640
H -2.58266 -0.89466 0.00208
C 0.09943 -3.08476 -4.09767
C 0.29809 -2.37080 -2.76861
N -0.89114 -1.55279 -2.53808
C -2.16682 -2.26459 -2.55574
C -2.26131 -2.98982 -3.89022
O -1.11894 -3.82474 -4.06618
H 0.08186 -2.32791 -4.90524
H 0.88436 -3.83593 -4.25831
H 0.44272 -3.11102 -1.95782
H 1.16737 -1.70840 -2.82722
H -0.78917 -1.01781 -1.68166
H -2.23281 -2.99379 -1.72373
H -2.97705 -1.53204 -2.46747
H -3.12022 -3.67464 -3.89978
H -2.32740 -2.23357 -4.69593
*
```

---

Density functional theory data (ωB97M-V with the def2-TZVPD basis set) for a structure of composition C13H24Cl2N3PSc at a distorted geometry.

Output
**Kohn-Sham gap (spin up / spin down)**: 4.7388 / 4.7182 eV
**E_HOMO (spin up / spin down)**: -0.076 / -0.076 Eh
**Energy relative to the best compared isomer or geometry (same formula, charge and spin)**: 24.9 kcal/mol

Geometry as ORCA input:
```
! RIJCOSX wB97M-V def2-TZVPD def2/J DEFGRID3
* xyz -1 1
Sc -2.25057 -1.87171 -0.44889
Cl -2.25318 0.28476 0.59569
Cl 0.01380 -2.43835 -0.15091
C -3.28022 -3.32988 0.74377
H -2.91970 -4.39568 0.81982
H -4.39128 -3.31799 0.91206
C -0.81930 -0.66365 -2.95828
C -1.85714 -1.37145 -2.60626
H 0.20634 -0.99385 -2.75232
C -3.26424 -0.74413 -2.55065
H -1.77513 -2.49340 -2.49819
C -3.53973 -0.00863 -3.87969
H -4.08082 -1.44683 -2.29425
H -3.28308 0.04552 -1.76367
C -2.40166 0.97221 -4.20369
H -3.69073 -0.72496 -4.69966
H -4.47074 0.55147 -3.75444
C -0.96702 0.55804 -3.78770
H -2.42491 1.18013 -5.27937
H -2.64293 1.93488 -3.73127
H -0.37855 0.45242 -4.70685
H -0.51752 1.42116 -3.28971
C 2.31181 0.88266 4.06161
N 2.66049 -0.35932 3.33946
C 3.78589 -0.09659 2.41647
N 3.49017 0.99891 1.46713
C 3.13189 2.21938 2.22320
N 1.99460 1.99918 3.14318
C 0.74665 1.76632 2.41507
P 0.80875 0.22800 1.32699
C 1.50348 -0.92802 2.65058
C 2.45170 0.62805 0.50693
H 3.18259 1.17760 4.66973
H 1.43792 0.68749 4.69820
H 4.00499 -1.01162 1.84886
H 4.65651 0.20670 3.02113
H 2.86218 3.01075 1.51049
H 4.00665 2.51396 2.82597
H -0.08497 1.64687 3.12336
H 0.52661 2.62533 1.76603
H 1.77268 -1.87321 2.16223
H 0.69486 -1.12357 3.36921
H 2.28006 1.45698 -0.19481
H 2.76279 -0.25591 -0.06654
*
```

---

Density functional theory data (ωB97M-V with the def2-TZVPD basis set) for a structure of composition C10H24F6NNiO8S2 at a distorted geometry.

Output
**Kohn-Sham gap**: 7.2310 eV
**E_HOMO**: -0.496 Eh

Geometry as ORCA input:
```
! RIJCOSX wB97M-V def2-TZVPD def2/J DEFGRID3
* xyz 1 1
Ni 0.21104 -0.05614 -0.02631
C 2.84682 2.50114 -1.91759
F 2.78793 1.38887 -2.70503
F 4.07526 3.02759 -1.96630
F 1.96248 3.44357 -2.33739
S 2.49841 2.03424 -0.01569
O 3.09254 0.72780 0.04168
O 3.21579 3.01005 0.85190
N 0.79975 1.83603 0.00349
S 0.45518 3.20758 0.74599
O 0.52777 3.08508 2.21054
O 0.86701 4.44331 0.12264
C -1.47342 3.27325 0.34359
F -1.61253 3.65937 -0.90961
F -1.95404 2.05891 0.50425
F -2.12933 4.08043 1.19175
C -2.16539 0.97289 -2.78415
C -0.66975 1.00995 -2.85851
O -0.18169 -0.01793 -2.05269
H -2.40983 1.10551 -1.73022
H -2.55480 0.06702 -3.24875
H -2.55721 1.86299 -3.27639
H -0.36128 1.97147 -2.44811
H -0.27450 0.95474 -3.87282
H 0.02977 -0.75048 -2.63601
C -1.12347 -1.15952 3.77556
C -0.78211 0.23792 3.19084
O 0.11273 -0.00046 2.13268
H -1.57748 -1.80724 3.02561
H -1.97461 -1.09452 4.45338
H -0.33164 -1.63803 4.35188
H -0.28104 0.80704 3.97386
H -1.68172 0.73761 2.83152
H 0.88776 -0.30720 2.60895
C 3.49964 -2.67333 -0.02974
C 2.27179 -2.30279 -0.88889
O 1.25889 -1.82711 -0.05245
H 3.29905 -3.42866 0.73008
H 3.91495 -1.79354 0.46177
H 4.30517 -3.09852 -0.62843
H 1.89845 -3.14557 -1.47064
H 2.55663 -1.53327 -1.60640
H 1.22037 -2.51617 0.61486
C -2.82113 -3.21932 0.56911
C -2.20210 -2.19739 -0.40230
O -1.73924 -0.98916 0.21330
H -2.04479 -3.74958 1.12069
H -3.28057 -3.97172 -0.07191
H -3.62327 -2.81218 1.18466
H -2.91486 -1.95689 -1.19112
H -1.39201 -2.74666 -0.88204
H -2.48143 -0.71112 0.75501
*
```

---

Density functional theory data (ωB97M-V with the def2-TZVPD basis set) for the ion C5H8N with charge +1 at a distorted geometry.

Output
**SMILES**: CC([NH3+])=C1C=C1
**Kohn-Sham gap**: 9.3999 eV
**E_HOMO**: -0.475 Eh
**Energy relative to the best compared isomer or geometry (same formula, charge and spin)**: 77.5 kcal/mol

Geometry as ORCA input:
```
! RIJCOSX wB97M-V def2-TZVPD def2/J DEFGRID3
* xyz 1 1
C 0.04773 0.46445 1.77594
C -0.03355 0.31013 0.25651
N 0.87903 1.28585 -0.51027
C -0.32711 -0.73822 -0.54101
C -0.69046 -1.37380 -1.78339
C -1.08063 -1.92046 -0.66265
H 1.02445 0.33314 2.17792
H -0.47543 -0.42629 2.24196
H -0.35647 1.40182 2.16100
H 0.50392 1.45838 -1.47843
H 1.86346 0.98537 -0.64141
H 0.95018 2.25956 -0.07332
H -0.74653 -1.30740 -2.86222
H -1.55859 -2.73252 -0.06063
*
```